No. 1
16
Properties=species:S:1:pos:R:3:forces:R:3:lowdin_charge:R:1 method="wB97M-V/def2-TZVPD" de_lowest_kcal_mol=36.7 multiplicity=1 total_energy_ha=-954.72513 gap_ha=0.3180 total_charge=0 smiles="C=CC.CSS"
C -0.215982 -2.250835 0.270910 0.1 0.0 0.4 -0.0164
C -0.935295 -1.163859 0.525653 1.1 0.3 0.6 -0.2460
C -1.834720 -1.011416 1.716860 -0.7 -0.4 -0.7 -0.1095
H 0.684750 -2.195165 -0.326188 -0.3 -0.1 -0.5 0.0469
H -0.378554 -3.182248 0.806781 -0.1 0.1 0.0 0.0543
H -0.596256 -0.255771 0.030278 -0.4 0.0 0.0 0.0232
H -1.349257 -0.427084 2.497652 0.1 0.0 0.0 0.0761
H -2.077996 -2.004238 2.097424 0.0 0.1 0.2 0.0696
H -2.777255 -0.518326 1.464977 0.1 0.1 0.0 0.0675
C 0.982982 1.190455 -2.028631 -0.3 0.0 -0.2 -0.4806
S 0.749913 2.069767 -0.469189 -0.2 -0.1 0.0 0.3538
S 2.531664 3.137410 -0.375252 0.2 0.1 -0.1 0.2955
H 0.525776 0.216414 -1.883118 0.2 -0.2 0.0 0.0074
H 0.445592 1.664561 -2.846393 0.1 0.2 0.0 0.0309
H 2.029470 1.082210 -2.303451 0.0 -0.1 0.2 0.0289
H 2.215172 3.648132 0.821686 0.1 0.0 0.0 -0.2016



No. 2
42
Properties=species:S:1:pos:R:3:forces:R:3:mulliken_spin:R:1 method="wB97M-V/def2-TZVPD" de_lowest_kcal_mol=19.5 multiplicity=5 total_energy_ha=-1835.55339 gap_ha="0.2370 / 0.2572" total_charge=0
C 1.423094 0.295915 -0.754093 0.3 0.2 -1.9 0.8440
C 0.478672 2.935239 -1.917058 1.6 2.1 -0.6 -0.2826
C 1.048978 0.374359 -2.185752 1.0 -1.4 -0.2 -0.1869
H 1.974566 -0.577968 -0.430267 0.0 0.0 -0.1 -0.1122
C 0.783995 2.779397 -3.404863 1.2 2.3 -0.4 -0.0409
H -0.235100 3.730532 -1.630036 0.2 -0.1 -0.4 0.0346
H 0.568884 -0.574034 -2.531172 0.4 -0.1 0.1 -0.0430
H 0.462543 3.597882 -4.060700 0.1 -0.1 0.1 0.0003
C 2.229024 0.730149 -3.123561 0.7 -0.2 -0.5 0.1827
H 2.284349 -0.020983 -3.928948 0.0 0.1 0.3 -0.0026
H 3.196152 0.662681 -2.597710 -0.3 -0.1 0.0 0.0052
C 1.542470 1.569388 -0.035953 0.4 0.9 0.8 -0.0258
H 2.396487 1.502990 0.659210 -0.2 0.3 0.0 0.0052
H 0.653473 1.704362 0.606230 0.3 0.1 -0.2 0.0374
C 1.618696 2.850877 -0.908568 -0.2 -0.4 0.6 0.0602
H 2.609611 2.939911 -1.375149 -0.3 -0.1 -0.1 -0.0027
H 1.532413 3.703151 -0.216893 0.1 -0.2 -0.2 -0.0214
C 2.101211 2.130563 -3.786395 0.4 0.1 -0.1 0.0465
H 2.976076 2.749688 -3.518438 -0.2 -0.1 0.0 -0.0129
H 2.154593 2.014544 -4.883151 -0.1 0.1 0.4 -0.0137
Cr -0.389493 1.518503 -2.737591 -2.6 -2.5 1.0 3.3331
H 1.575069 -0.819131 1.224538 -1.0 0.0 0.6 -0.0281
C -2.770980 -0.621200 -2.142173 0.3 0.7 -0.1 0.0720
C -2.469759 -1.707217 -1.336970 0.2 0.1 0.2 -0.0059
C -1.672917 -1.505308 -0.203920 0.1 0.1 0.1 0.1354
C -1.076572 -0.265118 0.054809 -0.2 -0.4 -0.5 -0.0877
N -1.226859 0.752107 -0.833140 -2.4 0.3 0.0 0.0920
C -2.152910 0.617926 -1.850525 0.1 -1.1 1.2 -0.0152
C -0.497188 -0.063956 1.455029 0.2 0.2 -0.1 0.0368
C -1.376381 0.542443 2.366474 0.1 -0.2 -0.2 0.0074
C -1.018440 0.713583 3.704712 0.3 -0.2 0.0 0.0041
C 0.239910 0.292400 4.150029 -0.2 0.0 -0.2 -0.0017
C 1.132342 -0.292219 3.245408 -0.3 0.1 -0.1 -0.0033
C 0.784482 -0.459658 1.901680 -0.2 -0.1 0.4 -0.0238
H -3.435941 -0.677242 -2.999124 0.0 -0.2 0.2 0.0040
H -2.866294 -2.701676 -1.539313 0.0 0.3 0.0 0.0006
H -1.519458 -2.298890 0.526388 -0.1 0.1 -0.2 0.0022
H -2.460453 1.556115 -2.389841 -0.1 -0.7 0.6 0.0069
H -2.354136 0.877106 2.001598 0.4 -0.1 0.2 -0.0006
H -1.726674 1.153489 4.405186 0.2 0.0 -0.2 0.0002
H 0.523369 0.428085 5.195222 -0.1 -0.1 -0.3 -0.0002
H 2.121600 -0.605040 3.584010 -0.3 0.1 -0.1 0.0003



No. 3
20
Properties=species:S:1:pos:R:3:forces:R:3:mulliken_spin:R:1 method="wB97M-V/def2-TZVPD" de_lowest_kcal_mol=0.0 multiplicity=5 total_energy_ha=-735.50094 gap_ha="0.1505 / 0.2554" total_charge=-1
C -0.236932 -1.255056 -1.161188 -0.6 0.0 -0.5 0.0612
C -1.292723 -0.275005 -1.154287 -0.3 -0.5 0.3 0.0544
C -1.829180 -0.238510 0.192876 0.1 -0.9 -0.5 0.1042
C -1.165374 -1.276974 0.965739 -0.9 0.1 -2.0 0.0763
C -0.268261 -1.946270 0.090006 -0.3 0.3 0.5 0.1567
Rh 0.183695 0.669062 0.130229 -2.4 -3.8 3.5 1.4592
N 1.374129 -2.001528 2.602122 0.8 -4.0 0.0 1.1721
C 1.345572 1.729265 -0.828753 2.5 3.7 -2.8 -0.1237
C 0.069581 2.410369 -0.813921 0.7 1.1 -0.6 0.1045
H -2.609328 0.416785 0.552441 -0.1 -0.1 -0.1 0.0228
H -1.618260 0.339748 -1.998223 0.2 -0.3 0.4 -0.0025
H -1.373661 -1.476194 2.003088 0.2 -0.2 -0.1 -0.0060
H 0.311585 -2.827633 0.362481 0.1 0.5 0.0 0.0201
H 0.434444 -1.432779 -2.015437 -0.5 -0.2 0.6 -0.0103
H -0.604206 2.381011 -1.662744 0.2 0.2 -0.2 -0.0055
H 2.096848 2.164911 -0.163206 0.2 0.0 -0.4 0.0331
H 2.358522 -2.038974 2.289527 -0.1 -0.4 0.0 -0.0253
H -0.054388 3.284530 -0.167541 -0.1 -0.2 -0.1 0.0315
H 1.742562 1.376169 -1.796524 -0.1 0.0 0.5 -0.0047
I 1.135374 -0.002928 2.573317 0.5 4.7 1.5 0.8820



No. 4
75
Properties=species:S:1:pos:R:3:forces:R:3:lowdin_charge:R:1 method="wB97M-V/def2-TZVPD" de_lowest_kcal_mol=3.2 multiplicity=1 total_energy_ha=-1981.51878 gap_ha=0.1922 total_charge=-2
Rb 0.046580 0.475100 1.145740 0.3 0.5 -1.4 1.0851
O -2.786140 1.907344 6.136639 -0.1 0.1 0.1 -0.1169
C -3.552557 2.435522 5.260758 -0.1 -0.1 0.0 -0.4015
C -4.698916 3.205657 5.656942 0.1 0.0 -0.1 -0.0556
C -5.549862 3.789133 4.747600 0.1 -0.1 -0.1 -0.1452
C -5.342932 3.651036 3.363504 0.0 0.0 0.2 -0.1458
C -4.256800 2.905198 2.942990 0.0 0.0 0.1 -0.0641
C -3.369830 2.300430 3.835778 0.0 0.0 0.0 -0.0813
C -2.254354 1.514449 3.236974 -0.1 -0.1 0.1 -0.4426
O -2.123919 1.342186 2.015277 -1.0 0.4 0.8 -0.1948
N -1.404393 1.003428 4.165445 0.2 -0.2 -0.2 0.0502
N -0.329615 0.223511 3.797015 -0.4 0.2 0.3 -0.0368
C 0.386800 -0.242461 4.744170 0.2 -0.2 -0.1 -0.0971
C 1.576940 -1.076265 4.561021 -0.1 0.1 0.0 -0.1493
C 2.242379 -1.483827 5.723107 0.0 0.0 0.0 -0.1005
C 3.392288 -2.251861 5.706009 0.0 0.0 -0.2 -0.1586
C 3.908456 -2.625971 4.452784 -0.1 0.1 0.0 -0.1436
C 3.286661 -2.250087 3.283733 -0.1 0.0 0.1 -0.0430
C 2.076959 -1.469250 3.259746 -0.1 0.0 -0.1 -0.4198
O 1.506674 -1.160789 2.167906 1.1 -1.1 1.0 -0.3130
H -1.674381 1.197617 5.146565 0.0 0.0 0.3 0.0868
H -4.861934 3.311332 6.724639 0.0 0.0 0.0 0.0892
H -6.397534 4.365394 5.108382 0.0 0.0 0.0 0.0794
H -6.012011 4.113410 2.647844 0.0 0.0 0.0 0.0719
H -4.057226 2.763242 1.886650 0.0 0.0 0.0 0.1041
H 0.122886 -0.008999 5.780726 0.0 0.0 0.1 0.1208
H 1.827287 -1.169534 6.679077 0.0 0.0 0.0 0.0940
H 3.879506 -2.548543 6.626713 0.0 0.0 0.0 0.0694
H 4.816080 -3.220849 4.406071 0.0 0.0 0.0 0.0806
H 3.684592 -2.537508 2.315845 0.0 0.0 0.0 0.0932
C 1.178971 2.071900 -1.086434 0.1 0.2 -0.4 -0.3665
Si 0.979344 0.917411 -2.417963 0.2 0.3 -0.2 0.4976
C -0.649423 -0.108510 -2.421140 -0.1 -0.1 0.2 -0.2345
N -0.884916 -0.955531 -1.237420 0.0 0.0 -0.3 -0.2731
C -2.285004 -1.246271 -0.971851 0.1 0.0 -0.1 -0.2155
C -2.915380 -2.192800 -2.002140 0.0 -0.1 -0.1 -0.1772
C -1.917395 -3.302700 -2.395547 0.0 0.1 0.0 -0.1973
C -0.848546 -3.466317 -1.316282 -0.1 0.0 0.0 -0.1828
C -0.047579 -2.170047 -1.165022 -0.1 0.1 0.1 -0.1825
C 0.916347 1.697450 -4.194636 -0.2 -0.1 -0.1 -0.2160
C 1.979817 1.712735 -5.103445 0.0 0.1 -0.1 -0.1068
C 1.924526 2.434141 -6.296311 0.0 -0.1 0.1 -0.1181
C 0.787339 3.157165 -6.625705 0.0 0.0 0.0 -0.1348
C -0.288073 3.161417 -5.743451 0.0 -0.1 0.1 -0.1171
C -0.214846 2.450769 -4.551221 0.1 0.0 -0.1 -0.1078
C 2.427065 -0.310715 -2.500536 0.1 -0.1 0.0 -0.2475
C 2.608416 -1.203015 -3.566923 0.1 0.0 0.1 -0.1316
C 3.639144 -2.136536 -3.568799 0.0 0.1 0.1 -0.1123
C 4.517098 -2.200881 -2.490243 -0.1 0.1 0.0 -0.1174
C 4.354214 -1.331132 -1.418999 -0.1 0.0 -0.1 -0.0891
C 3.320742 -0.397492 -1.425871 0.0 -0.1 -0.1 -0.0773
H 0.392681 2.836601 -1.046094 0.0 -0.1 0.1 -0.0597
H 2.165418 2.551731 -1.094857 0.0 0.0 0.1 -0.0600
H -0.735395 -0.676049 -3.367382 0.0 0.0 0.0 0.0825
H -1.455104 0.638513 -2.451263 0.0 -0.1 0.0 0.0801
H -2.838839 -0.308099 -0.923398 0.0 0.0 0.0 0.1195
H -2.356919 -1.691231 0.024668 0.0 0.0 0.0 0.1208
H -3.215607 -1.627851 -2.888181 0.0 0.0 0.0 0.0967
H -3.827891 -2.621930 -1.577304 0.0 0.0 0.0 0.0999
H -1.420391 -3.038572 -3.334803 0.0 0.0 0.0 0.1003
H -2.439271 -4.246169 -2.572940 0.0 0.0 0.0 0.0941
H -0.158758 -4.275174 -1.565384 0.0 0.0 0.0 0.1060
H -1.321005 -3.739632 -0.368457 0.0 0.0 0.0 0.1093
H 0.689747 -2.128118 -1.965009 0.0 0.0 0.0 0.0981
H 0.511516 -2.189734 -0.221295 0.0 0.0 0.0 0.1046
H 2.883908 1.157662 -4.870851 0.0 0.0 0.0 0.0877
H 2.774323 2.429929 -6.970040 0.0 0.0 0.0 0.0858
H 0.740710 3.718595 -7.552538 0.0 0.0 0.0 0.0828
H -1.180845 3.728269 -5.982713 0.0 0.0 0.0 0.0873
H -1.057592 2.498087 -3.864349 0.1 0.0 -0.1 0.0933
H 1.921389 -1.173674 -4.409680 0.0 0.0 0.0 0.1006
H 3.754673 -2.817850 -4.404136 0.0 0.0 0.0 0.0864
H 5.315662 -2.934284 -2.481083 0.0 0.0 0.0 0.0859
H 5.019894 -1.390295 -0.565885 0.0 0.0 0.0 0.0955
H 3.174153 0.260190 -0.572738 0.0 0.0 -0.1 0.0948